Density functional theory data (ωB97M-V with the def2-TZVPD basis set) for C24H35NRhSSi2 as an isolated structure.

Results
Energy = -2077.76259 Ha
Net charge = +1
Spin multiplicity = 1

XYZ file:
```
64
C24H35NRhSSi2 ωB97M-V with the def2-TZVPD basis set
Rh 0.292 0.317 -0.020
C 4.595 0.147 0.073
C 4.947 1.483 0.134
C 3.951 2.444 0.133
C 2.614 2.065 0.071
C 2.235 0.718 0.014
C 3.261 -0.235 0.016
C 1.514 3.023 0.043
C 1.728 4.420 0.115
C 0.667 5.264 0.074
C -0.628 4.736 -0.070
C -1.767 5.563 -0.159
C -3.006 5.022 -0.338
C -3.143 3.625 -0.442
C -2.053 2.804 -0.345
C -0.770 3.335 -0.145
N 0.311 2.492 -0.057
H 5.365 -0.615 0.072
H 5.986 1.778 0.179
H 4.237 3.487 0.176
H 3.047 -1.295 -0.027
H 2.733 4.800 0.209
H 0.803 6.337 0.135
H -1.627 6.635 -0.091
H -3.880 5.654 -0.414
H -4.127 3.203 -0.606
H -2.132 1.734 -0.438
C -3.355 -0.289 -1.006
S -2.172 -0.561 0.331
C -3.049 0.249 1.684
H -3.644 0.755 -1.084
H -4.240 -0.899 -0.831
H -2.882 -0.600 -1.940
H -3.927 -0.338 1.946
H -3.343 1.262 1.407
H -2.379 0.297 2.534
C -1.472 -3.584 -1.952
Si 0.111 -2.613 -1.783
C 1.606 -3.677 -2.142
C 0.096 -1.116 -2.917
C 0.335 -2.003 -0.021
Si 0.125 -2.758 1.696
C -1.370 -3.869 1.774
C -0.011 -1.370 2.951
C 1.698 -3.726 1.988
H -1.644 -3.842 -3.000
H -2.337 -3.016 -1.599
H -1.437 -4.519 -1.385
H 1.479 -4.156 -3.117
H 1.748 -4.466 -1.399
H 2.519 -3.078 -2.179
H 0.751 -1.300 -3.774
H 0.467 -0.198 -2.448
H -0.903 -0.905 -3.311
H 1.137 -1.265 -0.001
H -2.273 -3.345 1.458
H -1.522 -4.222 2.798
H -1.253 -4.752 1.140
H -1.027 -1.275 3.328
H 0.301 -0.391 2.569
H 0.639 -1.581 3.805
H 1.906 -4.440 1.187
H 1.603 -4.289 2.921
H 2.562 -3.064 2.083
```